# 1
{"formula": "C3H5N3OS", "method": "ωB97M-V/def2-TZVPD", "homo_energy_ev": -7.349, "de_lowest_kcal_mol": 119.7, "spin_multiplicity": 1, "e_tot_ev": -20540.4675, "gap_ev": 6.30, "symbols": ["S", "O", "N", "N", "N", "C", "C", "C", "H", "H", "H", "H", "H"], "positions_angstrom": [[-0.38149, 1.57223, -2.06383], [0.06663, -2.53516, 2.37726], [0.00350, 0.38406, 0.53067], [-0.14399, 2.53862, 0.28504], [0.06536, -0.98553, 0.48484], [0.24637, -1.55149, -0.82781], [0.20589, -1.75081, 1.51727], [-0.19188, 1.35901, -0.32809], [-0.70720, 3.43653, -0.03052], [-0.00356, 2.46695, 1.22692], [0.57168, -2.50903, -0.62616], [-0.69235, -1.49271, -1.31263], [0.96105, -0.93267, -1.23296]]}

---

# 2
{"formula": "C4H8O2", "method": "ωB97M-V/def2-TZVPD", "homo_energy_ev": -10.199, "de_lowest_kcal_mol": 37.7, "smiles": "O=CCC=O.C", "spin_multiplicity": 1, "e_tot_ev": -8371.6474, "gap_ev": 10.58, "symbols": ["O", "O", "C", "C", "C", "C", "H", "H", "H", "H", "H", "H", "H", "H"], "positions_angstrom": [[1.11375, 1.18781, -1.41233], [-0.76515, -0.45146, 2.03298], [-0.52765, -1.93801, -1.24312], [-0.17681, 1.38026, 0.59935], [1.08987, 1.40837, -0.22827], [-0.04026, 0.48509, 1.81095], [2.01824, 1.66039, 0.32919], [-0.76310, -1.60534, -0.22920], [-0.05726, -1.12678, -1.80649], [0.14815, -2.79547, -1.19583], [0.78646, 0.74802, 2.50640], [-1.01987, 1.06710, -0.01742], [-1.44707, -2.24465, -1.74698], [-0.34986, 2.40377, 0.96193]]}

---

# 3
{"formula": "C12H16OS", "method": "ωB97M-V/def2-TZVPD", "homo_energy_ev": -7.897, "de_lowest_kcal_mol": 0.0, "smiles": "CC(=O)c1ccccc1.C/C=C/SC", "spin_multiplicity": 1, "e_tot_ev": -25583.7718, "gap_ev": 8.45, "symbols": ["S", "O", "C", "C", "C", "C", "C", "C", "C", "C", "C", "C", "C", "C", "H", "H", "H", "H", "H", "H", "H", "H", "H", "H", "H", "H", "H", "H", "H", "H"], "positions_angstrom": [[-0.74915, 1.24397, -1.82582], [0.60073, -2.42361, -0.35829], [1.85434, 1.95160, 0.23130], [1.20843, 0.89699, 0.83260], [-1.38711, -0.18381, -1.11480], [-2.63532, -1.84817, 0.11878], [-1.60612, 2.34982, -0.66326], [2.26182, -0.50152, -0.82090], [3.02853, 0.58420, -1.29270], [2.72599, 1.86669, -0.79859], [1.33619, -0.33460, 0.20535], [0.31008, -1.81247, 1.97970], [-2.19636, -0.42794, -0.04725], [0.67637, -1.60378, 0.48348], [1.15843, -2.00027, 2.56633], [0.58274, 0.96884, 1.74988], [-2.96597, -1.95606, 1.16227], [2.38425, -1.45756, -1.16238], [-0.29324, -2.72252, 2.17678], [3.25026, 2.77728, -1.16521], [-2.73643, 0.25539, 0.58498], [-0.14773, -0.93844, 2.23793], [-2.13712, -2.75758, -0.27925], [3.65200, 0.57753, -2.14238], [1.62609, 2.93516, 0.74856], [-1.08046, -1.05689, -1.80467], [-2.63359, 1.89975, -0.42929], [-0.92550, 2.24095, 0.30059], [-3.63005, -1.94184, -0.46572], [-1.53210, 3.41891, -1.00801]]}